The following is a quantum chemistry calculation of the ion C6H16N3 with charge +1 in a non-equilibrium geometry, from the OMol25 dataset.

XYZ file:
```
25
Properties=species:S:1:pos:R:3:mulliken_charge:R:1
C 2.59 -0.22 0.27 -0.971
N 1.63 -0.40 -0.82 -0.134
C 0.35 -0.38 -0.60 -0.501
C -0.34 -1.33 0.48 0.115
C -1.22 -2.50 0.01 -1.503
N -0.90 -0.04 1.08 -0.737
N -0.49 0.93 0.08 0.637
C 0.18 2.04 0.69 -0.843
C -1.53 1.51 -0.80 -0.934
H 3.38 -1.01 0.10 0.336
H 3.09 0.73 0.40 0.345
H 2.26 -0.66 1.26 0.349
H 2.04 0.13 -1.57 0.321
H -0.14 -0.51 -1.51 0.536
H 0.26 -1.62 1.27 0.403
H -0.61 -3.21 -0.59 0.375
H -2.02 -2.40 -0.68 0.380
H -1.71 -3.14 0.75 0.381
H -1.91 -0.04 1.15 0.294
H 0.50 2.91 0.02 0.324
H -0.52 2.55 1.33 0.365
H 1.04 1.69 1.29 0.323
H -2.24 2.21 -0.36 0.351
H -1.09 2.11 -1.55 0.446
H -2.24 0.70 -1.12 0.341
```

- relative energy (zero: lowest compared OMol25 entry of this formula, charge and spin) (kcal per mole) = 57.7
- multiplicity = 1
- frontier orbital gap (eV) = 11.4
- HOMO level (eV) = -13.9
- LUMO energy (eV) = -2.57
- energy (eV) = -10942.3461
- total charge = +1



The following is a quantum chemistry calculation of a cluster of 3 separate species, C23H51Cl2NO21P4S4 in total in a non-equilibrium geometry, from the OMol25 dataset.

XYZ file:
```
106
Properties=species:S:1:pos:R:3:mulliken_charge:R:1
C 6.20 -3.49 2.01 -1.573
C 6.04 -2.27 1.10 0.295
P 5.01 -2.70 -0.37 0.430
C 6.18 -2.77 -1.77 -0.766
C 6.58 -4.23 -2.09 -1.312
C 3.52 -1.51 -0.83 0.502
O 2.51 -1.80 0.17 -0.728
C 1.36 -2.60 0.16 0.722
C 1.57 -4.07 0.57 -1.970
C 2.84 -4.31 1.40 1.657
C 2.78 -5.56 2.21 -0.047
O 3.21 -5.70 3.34 -0.611
O 2.23 -6.58 1.52 -0.431
P 0.33 -2.70 -1.46 0.175
P -1.68 -1.87 -1.43 0.587
O -1.81 -0.58 -0.75 -0.014
O -2.03 -1.87 -2.99 -0.595
O -2.70 -2.99 -0.98 -0.537
S 0.47 -1.88 1.65 1.613
C -1.11 -2.68 1.74 -1.347
O 1.25 -2.34 2.77 -0.728
O 0.28 -0.47 1.49 -0.555
C 3.20 -2.06 -2.23 -1.085
Cl 3.13 -3.82 -2.18 -0.142
C 2.91 -1.63 -3.48 0.793
C 2.63 -2.56 -4.62 -1.512
Cl 2.73 0.00 -3.96 -0.165
C 3.87 0.03 -0.61 0.640
C 4.45 0.34 0.81 -3.569
C 3.76 -0.10 2.10 0.334
C 4.72 0.23 3.26 -1.088
S 3.83 0.68 4.72 1.324
O 2.73 -0.22 4.91 -0.584
O 3.64 2.10 4.71 -0.666
O 4.89 0.40 5.85 -0.502
N 4.81 0.55 -1.61 -0.268
O 6.09 -0.10 -1.35 -0.395
P 2.46 1.26 -0.76 0.911
O 2.75 2.42 -1.64 -0.848
O 2.21 1.78 0.72 -0.543
O 1.21 0.40 -1.18 -0.151
H 7.21 -3.53 2.41 0.418
H 5.95 -4.41 1.50 0.256
H 5.54 -3.41 2.87 0.417
H 5.74 -1.44 1.71 -0.764
H 7.03 -1.99 0.73 0.742
H 7.07 -2.22 -1.47 0.509
H 5.82 -2.25 -2.65 0.513
H 5.91 -4.93 -1.61 0.270
H 6.56 -4.41 -3.16 0.316
H 7.58 -4.43 -1.72 0.362
H 1.61 -4.71 -0.30 0.826
H 0.71 -4.40 1.14 0.501
H 3.08 -3.49 2.06 -0.622
H 3.66 -4.47 0.70 0.004
H 2.13 -7.31 2.15 0.361
H -0.01 -4.05 -1.46 0.005
H -1.45 -1.26 -3.46 0.373
H -3.21 -3.34 -1.72 0.318
H -1.20 -3.55 1.11 0.398
H -1.18 -2.98 2.78 0.539
H -1.87 -1.94 1.51 0.262
H 2.37 -1.99 -5.50 0.461
H 3.50 -3.17 -4.82 0.324
H 1.80 -3.22 -4.36 0.304
H 4.49 1.43 0.84 0.643
H 5.48 0.03 0.83 1.376
H 3.60 -1.17 2.11 -0.109
H 2.82 0.39 2.28 0.880
H 5.42 -0.56 3.49 0.434
H 5.30 1.12 3.02 0.403
H 4.87 -0.55 6.04 0.368
H 4.93 1.54 -1.42 0.581
H 6.75 0.58 -1.49 0.348
H 1.85 2.67 0.65 0.379
H 0.50 1.01 -1.45 0.313
C -7.49 2.44 -1.06 -1.046
C -6.30 3.37 -1.01 -0.134
O -5.27 2.91 -0.09 -0.287
S -4.37 1.68 -0.54 1.240
C -3.16 1.83 0.72 -0.498
O -3.81 1.98 -1.82 -0.698
O -5.12 0.47 -0.37 -0.657
H -7.23 1.47 -1.49 0.379
H -8.27 2.89 -1.68 0.360
H -7.89 2.27 -0.06 0.280
H -5.86 3.52 -2.00 0.314
H -6.60 4.34 -0.63 0.092
H -2.63 2.76 0.59 0.319
H -2.49 0.98 0.60 -0.013
H -3.66 1.79 1.69 0.381
C -11.31 6.25 1.07 -0.978
C -11.26 6.36 -0.44 -0.314
O -10.43 7.45 -0.91 -0.310
S -8.86 7.27 -0.81 1.280
C -8.41 8.65 -1.80 -1.004
O -8.50 6.06 -1.48 -0.588
O -8.42 7.49 0.53 -0.637
H -10.34 5.98 1.49 0.298
H -12.03 5.49 1.36 0.383
H -11.60 7.20 1.52 0.270
H -10.92 5.43 -0.90 0.301
H -12.24 6.59 -0.84 0.276
H -8.75 8.49 -2.81 0.313
H -7.32 8.71 -1.76 0.373
H -8.85 9.55 -1.36 0.347
```

- multiplicity = 1
- frontier orbital gap (eV) = 7.9
- HOMO level (eV) = -7.7
- LUMO energy (eV) = 0.21
- energy (eV) = -174705.6898
- total charge = 0